1.
Molecular formula: C4H14NOS
Method: DFT, ωB97M-V/def2-TZVPD

F_max: 4.1 eV/A
2S+1: 1
Kohn-Sham gap: 9.1 eV
energy relative to the best compared isomer or geometry (same formula, charge and spin): 59.2 kcal/mol
lowest unoccupied orbital energy: -3.320 eV
E_tot: -18739.620 eV
charge: +1
HOMO level: -12.38 eV

Element x y z (Å)
C 0.144 -1.320 1.735
C -0.483 -0.746 0.392
C 0.483 -0.945 -0.792
C 0.050 -0.606 -2.302
S -1.415 -1.535 -2.607
N -0.701 0.768 0.466
H 1.137 -0.926 2.006
H -0.440 -1.079 2.719
H 0.390 -2.398 1.572
H -1.547 -0.984 0.305
H 0.589 -2.039 -0.674
H 1.345 -0.403 -0.459
H -0.124 0.458 -2.144
H 0.771 -0.418 -3.319
H -1.021 -1.860 -3.899
H 0.014 1.175 1.120
H -0.583 1.400 -0.375
H -1.545 1.216 0.830
H 1.517 3.898 1.501
H 0.531 3.178 2.378
O 0.885 3.166 1.547



2.
Molecular formula: C4H14NOS
Method: DFT, ωB97M-V/def2-TZVPD

F_max: 4.0 eV/A
2S+1: 1
Kohn-Sham gap: 9.2 eV
energy relative to the best compared isomer or geometry (same formula, charge and spin): 61.2 kcal/mol
lowest unoccupied orbital energy: -3.354 eV
E_tot: -18739.533 eV
charge: +1
HOMO level: -12.60 eV

Element x y z (Å)
C 0.392 -1.675 0.747
C 0.187 -0.264 0.128
C 0.143 -0.274 -1.362
C -0.074 1.088 -2.202
S 1.215 2.285 -1.468
N -1.258 0.177 0.543
H -0.292 -2.502 0.280
H -0.114 -1.564 1.781
H 1.352 -2.206 0.874
H 0.871 0.494 0.670
H 1.128 -0.895 -1.694
H -0.488 -1.078 -1.761
H -1.107 1.542 -2.113
H 0.077 0.803 -3.358
H 1.296 3.321 -2.376
H -1.325 0.490 1.600
H -1.906 -0.631 0.318
H -1.751 1.053 -0.039
H 0.321 -0.441 3.769
H 1.050 0.402 2.795
O 0.282 -0.124 2.870



3.
Molecular formula: C4H14NOS
Method: DFT, ωB97M-V/def2-TZVPD

F_max: 1.8 eV/A
2S+1: 1
Kohn-Sham gap: 9.3 eV
energy relative to the best compared isomer or geometry (same formula, charge and spin): 14.5 kcal/mol
lowest unoccupied orbital energy: -3.038 eV
E_tot: -18741.558 eV
charge: +1
HOMO level: -12.32 eV

Element x y z (Å)
C -1.226 -0.688 -0.379
C -1.482 0.695 0.216
C -0.281 1.243 0.957
S 1.130 1.326 -0.233
C 2.079 2.685 0.482
N -0.302 -1.526 0.405
H -2.144 -1.258 -0.498
H -0.800 -0.573 -1.360
H -2.409 0.759 0.771
H -1.857 1.295 -0.622
H 0.052 0.458 1.636
H -0.394 2.224 1.402
H 2.857 3.076 -0.162
H 2.482 2.389 1.455
H 1.343 3.455 0.712
H -0.044 -2.358 -0.123
H 0.585 -1.011 0.469
H -0.576 -1.762 1.331
H 1.083 -3.679 -1.982
H -0.293 -3.413 -2.652
O 0.196 -3.337 -1.826



4.
Molecular formula: C4H14NOS2
Method: DFT, ωB97M-V/def2-TZVPD

F_max: 3.4 eV/A
2S+1: 1
Kohn-Sham gap: 9.3 eV
energy relative to the best compared isomer or geometry (same formula, charge and spin): 24.1 kcal/mol
lowest unoccupied orbital energy: -3.034 eV
E_tot: -29576.324 eV
charge: +1
HOMO level: -12.33 eV

Element x y z (Å)
N -0.388 -1.000 -1.043
C 0.253 0.335 -1.072
C -0.793 1.460 -1.023
C 1.353 0.548 0.004
S 1.046 -0.405 1.536
S -0.619 -0.140 2.469
C -0.603 1.250 3.626
H -1.013 -1.123 -1.849
H 0.390 -1.711 -1.158
H -0.820 -1.106 -0.122
H 0.723 0.581 -2.068
H -0.369 2.449 -1.144
H -1.228 1.413 -0.035
H -1.351 1.362 -2.025
H 2.348 0.282 -0.380
H 1.252 1.620 0.168
H -0.965 2.214 3.268
H 0.422 1.285 4.043
H -1.245 1.035 4.485
H -0.109 -3.798 -2.483
H 1.242 -3.531 -2.756
O 0.473 -3.020 -2.440



5.
Molecular formula: C4H14NS
Method: DFT, ωB97M-V/def2-TZVPD

F_max: 2.4 eV/A
2S+1: 2
Kohn-Sham gap (spin up / spin down): 4.0 / 10.1 eV
energy relative to the best compared isomer or geometry (same formula, charge and spin): 5.9 kcal/mol
lowest unoccupied orbital energy (spin up / spin down): 0.737 / 0.560 eV
E_tot: -16696.895 eV
HOMO level (spin up / spin down): -3.27 / -9.56 eV

Element x y z (Å)
C 0.390 -3.065 -0.047
S -1.191 -2.207 -0.267
H 0.690 -3.408 -1.084
H 1.248 -2.593 0.410
H 0.218 -3.986 0.504
H -1.674 -2.318 1.057
C 1.492 2.936 0.453
C 0.285 1.959 0.430
C -0.761 2.305 -0.645
N 0.743 0.530 0.218
H 2.250 2.669 1.285
H 2.040 2.911 -0.497
H 1.116 3.920 0.556
H -0.215 1.979 1.429
H -0.269 2.011 -1.570
H -1.052 3.375 -0.620
H -1.632 1.639 -0.426
H 1.392 0.325 1.063
H -0.059 -0.125 0.131
H 1.361 0.388 -0.634



6.
Molecular formula: C4H14NS2
Method: DFT, ωB97M-V/def2-TZVPD

F_max: 2.3 eV/A
2S+1: 1
Kohn-Sham gap: 10.1 eV
energy relative to the best compared isomer or geometry (same formula, charge and spin): 11.4 kcal/mol
lowest unoccupied orbital energy: -2.913 eV
E_tot: -27529.220 eV
charge: +1
HOMO level: -12.96 eV

Element x y z (Å)
S 1.209 0.101 -0.759
S 0.436 -1.274 0.532
C 1.167 -0.788 -2.331
C 1.891 -2.255 0.960
H 1.537 -0.100 -3.109
H 0.141 -1.096 -2.592
H 1.811 -1.683 -2.318
H 2.315 -2.772 0.083
H 2.678 -1.630 1.415
H 1.574 -3.012 1.696
C -0.632 1.909 1.447
C -2.242 0.585 0.087
N -1.079 1.517 0.080
H 0.228 2.598 1.397
H -0.334 1.014 2.019
H -1.454 2.412 1.985
H -1.982 -0.341 0.627
H -3.102 1.056 0.593
H -2.540 0.320 -0.941
H -1.336 2.375 -0.452
H -0.285 1.064 -0.419



7.
Molecular formula: C4H14NS2
Method: DFT, ωB97M-V/def2-TZVPD

F_max: 0.5 eV/A
2S+1: 1
Kohn-Sham gap: 9.5 eV
energy relative to the best compared isomer or geometry (same formula, charge and spin): 13.4 kcal/mol
lowest unoccupied orbital energy: -3.388 eV
E_tot: -27529.134 eV
charge: +1
HOMO level: -12.93 eV

Element x y z (Å)
C 0.545 1.506 0.638
C -0.320 2.741 0.466
S 0.568 4.078 -0.336
N -0.215 0.408 1.351
H 1.430 1.709 1.235
H 0.873 1.090 -0.307
H -0.614 3.114 1.448
H -1.244 2.488 -0.049
H 0.713 3.463 -1.514
H 0.365 -0.453 1.368
H -1.084 0.185 0.867
H -0.427 0.680 2.311
C -0.557 -1.816 -1.663
C -0.217 -2.649 -0.447
S 1.401 -2.135 0.268
H 0.228 -1.913 -2.412
H -0.661 -0.747 -1.430
H -1.505 -2.150 -2.081
H -0.977 -2.573 0.327
H -0.139 -3.695 -0.732
H 1.837 -3.331 0.693



8.
Molecular formula: C4H14NS2
Method: DFT, ωB97M-V/def2-TZVPD

F_max: 2.0 eV/A
2S+1: 2
Kohn-Sham gap (spin up / spin down): 10.8 / 5.9 eV
energy relative to the best compared isomer or geometry (same formula, charge and spin): 12.4 kcal/mol
lowest unoccupied orbital energy (spin up / spin down): -8.209 / -12.453 eV
E_tot: -27516.790 eV
charge: +2
HOMO level (spin up / spin down): -19.00 / -18.35 eV

Element x y z (Å)
C 1.232 -2.511 1.719
C -0.212 -2.983 1.480
N -0.936 -1.752 0.902
H 1.883 -3.234 2.233
H 1.809 -2.337 0.779
H 1.186 -1.572 2.306
H -0.346 -3.847 0.794
H -0.732 -3.165 2.420
H -0.826 -0.932 1.529
H -1.929 -1.881 0.782
H -0.443 -1.459 0.001
C -1.455 1.664 -2.119
S -1.046 1.429 -0.379
S 0.796 0.483 -0.482
C 1.838 1.913 -0.287
H -0.879 2.512 -2.535
H -1.289 0.754 -2.718
H -2.552 1.831 -2.134
H 1.697 2.326 0.735
H 2.876 1.557 -0.381
H 1.663 2.608 -1.109



9.
Molecular formula: C4H14O2
Method: DFT, ωB97M-V/def2-TZVPD

F_max: 1.4 eV/A
2S+1: 1
Kohn-Sham gap: 12.1 eV
energy relative to the best compared isomer or geometry (same formula, charge and spin): 5.0 kcal/mol
structure (SMILES): CC(C)C.O.O
lowest unoccupied orbital energy: 0.720 eV
E_tot: -8470.142 eV
HOMO level: -11.33 eV

Element x y z (Å)
C -2.753 0.175 1.219
C -1.369 0.167 0.583
C -1.137 1.445 -0.207
C -0.320 -0.061 1.649
H -2.938 -0.788 1.683
H -2.940 0.921 1.971
H -3.509 0.253 0.432
H -1.305 -0.678 -0.113
H -1.274 2.334 0.422
H -1.891 1.457 -1.007
H -0.145 1.572 -0.635
H -0.505 -1.023 2.129
H 0.713 -0.069 1.303
H -0.458 0.638 2.454
O 2.481 -2.056 -0.719
H 2.046 -2.681 -0.126
H 2.022 -1.220 -0.583
O 2.202 0.570 -2.004
H 2.329 -0.177 -2.609
H 3.026 0.527 -1.492



10.
Molecular formula: C4H14O3
Method: DFT, ωB97M-V/def2-TZVPD

F_max: 1.9 eV/A
2S+1: 2
Kohn-Sham gap (spin up / spin down): 2.9 / 10.4 eV
energy relative to the best compared isomer or geometry (same formula, charge and spin): 9.2 kcal/mol
lowest unoccupied orbital energy (spin up / spin down): 3.652 / 3.510 eV
E_tot: -10516.054 eV
charge: -1
HOMO level (spin up / spin down): 0.73 / -6.90 eV

Element x y z (Å)
C 1.974 -0.405 1.120
O 1.680 -1.419 0.143
C 0.739 0.239 1.705
C -0.018 1.134 0.713
C -1.495 1.239 1.196
H 2.509 -0.996 1.870
H 2.592 0.357 0.646
H 0.994 -1.093 -0.458
H 1.018 0.924 2.530
H 0.075 -0.407 2.274
H -0.054 0.868 -0.344
H 0.342 2.165 0.754
H -1.887 0.342 1.667
H -2.163 1.553 0.385
H -1.610 2.100 1.861
H -1.914 -2.365 -0.904
H -2.175 -0.925 -1.457
O -2.391 -1.869 -1.555
H 0.949 1.101 -2.776
H -0.304 1.825 -2.302
O -0.012 0.938 -2.606



11.
Molecular formula: C4H14O3
Method: DFT, ωB97M-V/def2-TZVPD

F_max: 1.3 eV/A
2S+1: 1
Kohn-Sham gap: 9.6 eV
energy relative to the best compared isomer or geometry (same formula, charge and spin): 18.9 kcal/mol
structure (SMILES): C/C=C/C.O.O.O
lowest unoccupied orbital energy: 0.672 eV
E_tot: -10517.112 eV
HOMO level: -8.96 eV

Element x y z (Å)
C -1.233 -2.084 -1.421
C -0.332 -0.906 -1.281
C 0.988 -0.999 -1.146
C 1.856 0.232 -1.164
H -0.730 -3.043 -1.327
H -2.029 -2.037 -0.670
H -1.689 -2.013 -2.409
H -0.718 0.081 -1.513
H 1.405 -1.953 -0.829
H 1.610 0.839 -2.035
H 1.786 0.784 -0.240
H 2.917 0.034 -1.314
O 0.419 -0.116 1.988
H 0.754 0.597 1.409
H 0.984 -0.864 1.777
O -1.934 0.952 1.444
H -2.359 1.136 2.285
H -1.150 0.401 1.669
O 0.482 2.222 0.561
H 0.553 3.102 0.966
H -0.467 2.025 0.727



12.
Molecular formula: C4H14O3
Method: DFT, ωB97M-V/def2-TZVPD

F_max: 2.2 eV/A
2S+1: 1
Kohn-Sham gap: 11.4 eV
energy relative to the best compared isomer or geometry (same formula, charge and spin): 18.9 kcal/mol
structure (SMILES): CC[C@H](C)O.O.O
lowest unoccupied orbital energy: 0.608 eV
E_tot: -10517.110 eV
HOMO level: -10.79 eV

Element x y z (Å)
C -0.724 1.144 2.002
C -0.474 -0.194 1.277
C -1.496 -0.609 0.226
C -1.272 -1.997 -0.411
O -1.332 0.406 -0.845
H -1.458 0.903 2.836
H -1.295 1.777 1.307
H 0.215 1.655 2.213
H 0.568 -0.238 0.917
H -0.585 -0.922 2.068
H -2.507 -0.553 0.680
H -1.822 -2.234 -1.352
H -0.177 -1.939 -0.656
H -1.350 -2.925 0.208
H -1.940 0.216 -1.564
O 1.488 0.734 -1.633
H 0.611 0.376 -1.390
H 1.367 1.644 -1.331
O 4.434 0.768 -1.542
H 4.006 1.371 -2.155
H 3.744 0.616 -0.856



Q: Which of these has the highest energy relative to the best compared isomer or geometry (same formula, charge and spin)?
A: number 2



Q: Which formula does entry 12 have?
A: C4H14O3